{
  "formula": "C5H9F",
  "method": "ωB97M-V/def2-TZVPD",
  "total_charge": 0,
  "total_energy_ha": -295.3969,
  "orbital_gap_ev": 9.97,
  "multiplicity": 1,
  "elements": ["C", "C", "C", "C", "C", "H", "H", "H", "H", "H", "H", "H", "H", "H", "F"],
  "positions_angstrom": [[-0.2558, 1.6274, -0.2210], [-0.0950, 0.2275, 0.2347], [-1.5890, -0.5052, 0.1425], [0.8952, -0.5723, -0.5317], [2.0755, -0.9063, 0.1889], [-0.0658, 1.6889, -1.2346], [0.4340, 2.3330, 0.5640], [-1.5055, 2.0229, -0.2196], [0.3751, -0.1221, 1.2046], [-1.9205, -0.1978, 1.6253], [-2.4091, 0.1546, -0.8781], [0.3450, -1.5410, -1.5712], [2.5235, -2.0005, -0.5726], [2.5297, -0.3328, 1.3010], [-1.3373, -1.8764, -0.0322]],
  "forces_ev_per_angstrom": [[-2.212, 3.377, 4.531], [-2.070, -2.661, -0.327], [0.908, 2.308, 1.938], [1.880, -4.063, 0.152], [-0.851, -1.957, -3.384], [1.091, 0.526, -1.946], [-2.051, -1.458, -2.821], [3.666, -1.038, 0.635], [-1.648, 1.910, -0.159], [-0.019, -1.130, -4.601], [2.455, -2.530, 3.396], [2.170, 3.393, 3.036], [-0.288, 3.740, 3.208], [-1.500, -2.129, -3.915], [-1.534, 1.710, 0.258]]
}

---

{
  "formula": "C5H9F3N5O",
  "method": "ωB97M-V/def2-TZVPD",
  "total_charge": 1,
  "total_energy_ha": -844.0974,
  "orbital_gap_ev": [8.36, 7.73],
  "multiplicity": 1,
  "elements": ["C", "C", "C", "C", "C", "N", "N", "N", "N", "N", "O", "F", "F", "F", "H", "H", "H", "H", "H", "H", "H", "H", "H"],
  "positions_angstrom": [[-0.8200, 0.4400, -1.3480], [-1.1647, 0.0007, 0.0910], [0.3330, -1.1000, 1.4244], [0.0475, 1.3611, 1.8271], [2.3511, -0.8585, -0.1047], [-1.4439, -1.4123, 0.0084], [-0.0725, 0.1581, 1.0685], [-0.5622, -1.9646, 0.7594], [-1.5667, -0.2130, -2.2070], [-0.0337, 1.4323, -1.6874], [-0.4976, -3.1562, 0.8342], [1.8185, -0.8579, -1.2866], [2.3659, 0.4457, 0.2185], [3.5974, -1.2822, 0.0625], [-2.1422, 0.4684, 0.4047], [0.6740, -1.4183, 2.4056], [-0.0467, 2.1536, 1.2279], [-0.7880, 1.4119, 2.5608], [0.9925, 1.6046, 2.3084], [-1.9076, -1.0771, -1.8787], [-1.8383, 0.1412, -3.1288], [0.4137, 1.9520, -0.9520], [0.2907, 1.7708, -2.6080]],
  "forces_ev_per_angstrom": [[-1.032, 0.378, -0.773], [0.178, 0.219, 0.667], [0.755, 1.306, -0.497], [-0.613, -1.584, 3.094], [0.079, 1.145, 2.609], [0.483, 0.908, 0.309], [-0.547, -0.937, -0.396], [-0.621, -0.828, -1.089], [0.441, 1.447, -1.331], [0.588, 0.888, 0.338], [0.592, -1.654, 0.816], [0.127, -1.372, -1.699], [0.175, 0.510, 0.624], [-0.972, -0.524, -0.919], [1.106, 0.325, -0.328], [0.207, 0.194, -0.291], [-0.773, 3.111, -2.665], [0.637, 0.098, -0.133], [0.206, -1.045, 0.159], [-0.873, -1.214, 0.299], [0.590, -0.358, 0.451], [0.130, -0.097, 0.316], [-0.862, -0.917, 0.440]]
}

---

{
  "formula": "C5H9FN",
  "method": "ωB97M-V/def2-TZVPD",
  "total_charge": 1,
  "total_energy_ha": -350.1777,
  "orbital_gap_ev": 11.82,
  "multiplicity": 1,
  "smiles": "F[N+]1=CCCCC1",
  "elements": ["F", "N", "C", "C", "C", "C", "C", "H", "H", "H", "H", "H", "H", "H", "H", "H"],
  "positions_angstrom": [[3.1234, -0.0193, -0.0292], [1.7586, -0.0481, -0.0126], [1.2003, -1.1916, 0.0482], [-0.2200, -1.3707, 0.0955], [-0.9153, -0.1651, -0.3566], [-0.3364, 1.0439, 0.3200], [1.1280, 1.2077, -0.0913], [1.8757, -2.0749, -0.0019], [-0.4969, -2.3126, -0.4263], [-0.4724, -1.5652, 1.1039], [-0.7850, -0.0208, -1.4219], [-1.9138, -0.2608, -0.1609], [-0.8012, 1.9988, -0.0595], [-0.2097, 0.8329, 1.4051], [1.4796, 1.4712, -1.0907], [1.6099, 2.0327, 0.4916]],
  "forces_ev_per_angstrom": [[-0.492, -0.014, -0.178], [0.906, -1.767, 1.340], [2.611, -1.269, -0.250], [-0.492, -1.520, -0.898], [1.002, 1.259, -1.199], [1.054, 0.951, -0.668], [0.861, 2.241, -0.473], [-0.316, 0.838, 0.249], [0.228, 0.629, 0.090], [-0.229, -0.395, 1.494], [-0.174, -0.143, -0.420], [-2.691, -0.098, 0.402], [0.009, -0.987, 1.281], [-0.978, 0.910, -0.369], [-1.232, 0.621, -0.616], [-0.064, -1.256, 0.216]]
}

---

{
  "formula": "C5H9FN4",
  "method": "ωB97M-V/def2-TZVPD",
  "total_charge": 0,
  "total_energy_ha": -514.5291,
  "s_squared": 2.0234,
  "orbital_gap_ev": [5.05, 6.50],
  "multiplicity": 3,
  "elements": ["C", "C", "C", "C", "C", "N", "N", "N", "N", "F", "H", "H", "H", "H", "H", "H", "H", "H", "H"],
  "positions_angstrom": [[2.7609, 1.4225, -0.1239], [1.4088, 1.3074, 0.0027], [1.0270, -0.0170, 0.0098], [-1.3013, -0.2575, -0.6004], [-0.1902, -2.2004, 0.1766], [3.2995, 0.2257, -0.1863], [2.2739, -0.5840, -0.1108], [0.5253, 2.4174, 0.3084], [-0.1823, -0.6687, 0.1185], [2.6153, -1.9263, 0.1988], [3.3556, 2.3424, -0.0806], [-2.1761, -0.5791, -0.1151], [-1.1965, 0.8685, -0.7420], [-1.2225, -0.7449, -1.5163], [-1.1297, -2.6157, 0.4645], [0.0146, -2.4954, -0.8433], [0.5607, -2.5958, 0.7823], [0.9780, 3.3262, 0.2295], [0.0979, 2.3097, 1.2427]],
  "forces_ev_per_angstrom": [[-0.742, 3.152, 0.048], [-1.442, 6.214, 1.126], [-0.237, -2.440, 1.624], [0.303, 3.647, -0.345], [0.362, 2.041, -1.382], [1.216, -1.776, -0.010], [-0.906, -0.237, -4.086], [0.319, -1.116, 0.191], [2.348, -2.698, 1.519], [0.929, -3.576, 2.401], [-0.295, -0.530, 0.063], [-1.315, 0.011, 0.650], [-0.777, -1.410, 0.080], [-0.381, -0.612, -2.192], [-0.897, 0.372, 0.294], [0.055, -0.468, -0.319], [1.228, -0.278, 1.033], [-0.001, -0.402, 0.095], [0.234, 0.105, -0.790]]
}

---

{
  "formula": "C5H9FO",
  "method": "ωB97M-V/def2-TZVPD",
  "total_charge": 0,
  "total_energy_ha": -370.8137,
  "orbital_gap_ev": 9.39,
  "multiplicity": 1,
  "elements": ["C", "C", "C", "C", "C", "O", "F", "H", "H", "H", "H", "H", "H", "H", "H", "H"],
  "positions_angstrom": [[0.9305, 0.2121, -0.9008], [1.1556, -0.7917, 0.1760], [0.4148, -0.0828, -2.2875], [-1.9581, 1.3431, 1.9654], [-1.8454, 0.1679, 2.9394], [2.1957, -0.2307, -0.5056], [-2.7110, 0.3238, 3.9169], [0.4957, 1.1958, -0.4964], [1.1146, -1.8087, -0.0990], [1.0262, -0.6114, -3.0026], [-0.0773, 0.8553, -2.6653], [-0.3886, -0.6784, -2.1389], [-1.8351, 0.9340, 0.9864], [-0.9402, 1.8390, 2.1823], [-2.9603, 1.7513, 2.1086], [1.1026, -0.5066, 1.2540]],
  "forces_ev_per_angstrom": [[-1.138, 0.737, 1.047], [-0.888, 0.133, 0.950], [0.447, 2.449, 0.041], [0.720, -1.519, 2.003], [0.624, 0.132, -0.748], [2.322, 2.135, -0.958], [-0.103, 0.365, -0.275], [1.368, -1.094, -0.514], [-0.777, -1.317, 0.260], [0.662, 0.359, -0.025], [1.032, -0.790, -0.213], [-2.759, -2.229, 0.323], [0.075, -0.312, -0.762], [-1.815, 0.157, -0.135], [0.526, 1.169, -0.101], [-0.296, -0.375, -0.893]]
}

---

{
  "formula": "C5H9FO",
  "method": "ωB97M-V/def2-TZVPD",
  "total_charge": 0,
  "total_energy_ha": -370.9595,
  "orbital_gap_ev": 10.70,
  "multiplicity": 1,
  "smiles": "C[C@H](F)[C@H](C)C=O",
  "elements": ["C", "C", "F", "C", "C", "C", "O", "H", "H", "H", "H", "H", "H", "H", "H", "H"],
  "positions_angstrom": [[1.3849, -1.5795, -0.5293], [1.0091, -0.1609, 0.0897], [1.1471, -0.2384, 1.3870], [-0.4250, 0.2632, -0.1927], [-0.8140, 1.8208, -0.0781], [-1.4440, -0.3754, 0.6869], [-2.5812, -0.4767, 0.4490], [1.8952, -1.6386, -1.4921], [2.0662, -2.0376, 0.1037], [0.4925, -2.0667, -0.6534], [1.8443, 0.6383, -0.2581], [-0.6872, 0.0059, -1.1542], [-0.5790, 2.1148, 0.8943], [-0.4278, 2.4809, -0.9089], [-1.8537, 1.8462, -0.0813], [-1.0274, -0.5964, 1.7374]],
  "forces_ev_per_angstrom": [[0.424, 3.080, -0.642], [2.277, 1.034, -4.257], [0.638, -0.332, 3.809], [0.089, 2.121, 0.222], [1.739, -1.446, -1.631], [3.523, 0.122, 2.939], [-3.162, -0.538, -0.995], [-0.206, 0.867, -0.190], [0.883, -1.071, 1.619], [-2.071, -1.848, 0.010], [-2.094, -1.476, 0.342], [-0.421, -0.702, -2.437], [0.980, 1.071, 1.462], [-0.063, -0.855, 1.138], [-1.932, 0.117, -0.483], [-0.604, -0.147, -0.907]]
}

---

{
  "formula": "C5H9HgMgO4",
  "method": "ωB97M-V/def2-TZVPD",
  "total_charge": 0,
  "total_energy_ha": -850.1607,
  "s_squared": 0.7532,
  "orbital_gap_ev": [4.27, 5.83],
  "multiplicity": 2,
  "elements": ["O", "C", "C", "O", "C", "C", "O", "C", "Hg", "H", "H", "H", "H", "H", "H", "H", "H", "Mg", "O", "H"],
  "positions_angstrom": [[0.6071, -2.5607, 0.9625], [1.7286, -2.0413, 0.5656], [1.8885, -0.8117, -0.0389], [0.6249, -0.2378, -0.3740], [0.3111, 1.0391, 0.1243], [-1.1600, 1.2762, -0.1254], [-1.8784, 0.2044, 0.4656], [-3.2818, 0.3334, 0.3629], [-0.9070, -1.7023, 0.4049], [2.6411, -2.6660, 0.6579], [0.8916, 1.8308, -0.3805], [0.5139, 1.0802, 1.2089], [-1.3716, 1.3089, -1.2077], [-1.4681, 2.2358, 0.3204], [-3.7335, -0.5098, 0.8977], [-3.6152, 1.2783, 0.8193], [-3.5990, 0.3083, -0.6919], [3.8041, 0.0654, 0.0756], [4.3655, 0.0060, -1.7115], [3.6381, -0.4370, -2.3357]],
  "forces_ev_per_angstrom": [[5.930, -4.371, 2.339], [1.515, 1.151, -0.301], [0.391, -0.454, 1.071], [1.048, 1.444, -0.601], [0.187, 0.175, 0.220], [0.003, 0.460, -0.366], [-1.028, 2.577, 0.448], [-0.732, 0.135, -0.095], [-7.286, -0.684, -1.916], [-0.432, 0.248, 0.280], [-0.025, -0.193, 0.096], [-0.007, 0.037, -0.205], [0.059, -0.043, 0.243], [0.056, -0.228, -0.075], [0.185, 0.203, -0.194], [0.132, -0.213, -0.094], [0.090, -0.020, 0.273], [-0.944, -0.768, -1.985], [-1.593, -0.969, -1.546], [2.451, 1.511, 2.409]]
}

---

{
  "formula": "C5H9I4N",
  "method": "ωB97M-V/def2-TZVPD",
  "total_charge": 0,
  "total_energy_ha": -1441.3914,
  "orbital_gap_ev": 6.62,
  "multiplicity": 1,
  "elements": ["C", "C", "C", "C", "C", "N", "I", "I", "I", "I", "H", "H", "H", "H", "H", "H", "H", "H", "H"],
  "positions_angstrom": [[0.9679, 0.9427, 1.1002], [1.4556, 0.0146, -1.0929], [-1.0477, -0.9142, -1.2587], [0.8919, -0.3430, 0.2678], [-0.5503, -0.9287, 0.2016], [-1.4197, -1.2435, 1.0686], [-2.4162, 2.9911, -0.6079], [-3.7223, 1.8176, 1.4601], [2.2299, -2.0114, 1.0753], [-0.9141, -1.3841, 3.0141], [1.9432, 1.3406, 0.8056], [0.0749, 1.6507, 0.7182], [0.9506, 0.8237, 2.1587], [2.5274, 0.0478, -0.8641], [1.3962, -0.8306, -1.9343], [0.9282, 0.8507, -1.3969], [-0.8311, 0.0695, -1.5863], [-2.0746, -1.2832, -1.3536], [-0.3897, -1.6101, -1.7756]],
  "forces_ev_per_angstrom": [[-1.023, 0.755, -1.729], [1.696, -4.473, -0.663], [0.094, -1.653, 1.516], [-1.064, -1.440, 0.920], [-0.089, 0.669, -1.081], [0.381, -0.190, -0.507], [-0.363, -0.302, 0.528], [0.397, 0.276, -0.549], [-0.590, 0.861, -0.382], [-0.003, 0.097, 0.754], [-0.264, 0.586, 0.296], [2.074, -1.418, 0.960], [-0.311, -0.139, 0.649], [-0.171, 1.069, -0.690], [-0.024, 1.846, 2.023], [-0.233, 2.072, -0.969], [-0.546, 0.820, -0.893], [0.208, 0.554, 0.129], [-0.170, 0.009, -0.309]]
}